Molecular formula: C3H4NP
Method: DFT, ωB97M-V/def2-TZVPD

```
9
Properties=species:S:1:pos:R:3:forces:R:3
C -2.07042 0.62734 0.27118 0.3 0.0 -0.6
C 1.04721 1.30282 0.12026 1.7 4.2 -0.7
C -0.29311 -1.09941 0.15819 2.4 2.2 0.2
N -1.31349 -0.29262 0.09305 -1.5 0.8 0.7
P 1.23339 -0.26035 0.22035 -0.8 -4.7 0.2
H -2.13418 1.22072 -0.64186 -1.1 1.1 -0.1
H 2.00715 1.87230 -0.12112 -1.4 -0.6 0.4
H -0.59376 -2.04818 -0.03269 0.2 -3.3 -0.2
H 2.11722 -1.32263 -0.06736 0.3 0.2 0.0
```
Forces are in eV/Å.

Summary:
relative energy (zero: lowest compared OMol25 entry of this formula, charge and spin)	514.8	kJ/mol
highest occupied orbital energy (alpha / beta)	-6.05 / -8.60	eV
multiplicity	3

Molecular formula: C3H4NPS
Method: DFT, ωB97M-V/def2-TZVPD

```
10
Properties=species:S:1:pos:R:3:forces:R:3
P 2.10878 0.13335 0.08194 0.1 1.9 1.3
C 0.38734 -0.23246 -0.07921 -1.2 5.3 1.0
C -0.59627 -1.06493 -0.22267 -0.6 -1.8 -0.6
S -2.14298 -0.52807 0.26447 -1.2 -0.6 -0.3
C -1.60979 1.07365 0.60599 3.4 -2.3 -1.0
N -0.36680 1.34614 0.47359 0.8 -3.1 -0.7
H 2.44505 0.68723 -1.14503 -0.4 0.8 -0.6
H 2.63742 -0.95357 -0.41355 1.0 -3.0 -0.7
H -0.54194 -2.07544 -0.64851 0.1 0.4 0.4
H -2.32080 1.61410 1.08297 -2.0 2.4 1.1
```
Forces are in eV/Å.

Summary:
relative energy (zero: lowest compared OMol25 entry of this formula, charge and spin)	226.2	kJ/mol
highest occupied orbital energy	-8.95	eV
structure (SMILES)	Pc1cscn1

What did the first record say?
Molecular formula: C3H4NP
Method: DFT, ωB97M-V/def2-TZVPD

```
9
Properties=species:S:1:pos:R:3:forces:R:3
C -2.07042 0.62734 0.27118 0.3 0.0 -0.6
C 1.04721 1.30282 0.12026 1.7 4.2 -0.7
C -0.29311 -1.09941 0.15819 2.4 2.2 0.2
N -1.31349 -0.29262 0.09305 -1.5 0.8 0.7
P 1.23339 -0.26035 0.22035 -0.8 -4.7 0.2
H -2.13418 1.22072 -0.64186 -1.1 1.1 -0.1
H 2.00715 1.87230 -0.12112 -1.4 -0.6 0.4
H -0.59376 -2.04818 -0.03269 0.2 -3.3 -0.2
H 2.11722 -1.32263 -0.06736 0.3 0.2 0.0
```
Forces are in eV/Å.

Summary:
relative energy (zero: lowest compared OMol25 entry of this formula, charge and spin)	514.8	kJ/mol
highest occupied orbital energy (alpha / beta)	-6.05 / -8.60	eV
multiplicity	3

> relative energy (zero: lowest compared OMol25 entry of this formula, charge and spin) of number 1 (C3H4NP)?

514.8 kJ/mol